Computed, not measured: a structure of composition C10H34BO9, with the ωB97M-V functional and the def2-TZVPD basis.

Output
**Net charge**: -1
**Lowest unoccupied orbital energy**: 0.1151 Eh
**Gap between HOMO and LUMO**: 8.30 eV

XYZ file:
```
54
Properties=species:S:1:pos:R:3:nbo_charge:R:1
B 0.0075 -0.3806 -0.4676 -1.02
H -0.9621 -0.3801 0.0057 0.10
H 0.7759 -0.3344 0.2885 0.12
H 0.0982 -1.3203 -0.9901 0.01
H 0.1745 0.4569 -1.1271 0.11
C 1.3097 2.6144 -1.0196 -0.68
C -0.2004 2.4723 -0.8621 -0.09
O -0.5184 1.7395 0.2883 -0.75
H 1.6108 3.0916 -1.9523 0.19
H 1.7897 1.6363 -0.9871 0.25
H 1.8459 3.1029 -0.2060 0.21
H -0.5948 1.9313 -1.7222 0.17
H -0.5976 3.4798 -0.7389 0.19
H -0.3281 0.8286 0.0525 0.51
C -1.4101 -2.5431 0.8904 -0.12
C -1.2605 -3.3921 -0.4262 -0.08
O -1.1163 -2.5457 -1.5308 -0.73
O -0.1695 -1.9332 1.2350 -0.78
H -1.7090 -3.1598 1.7380 0.16
H -2.1845 -1.7926 0.7318 0.20
H -2.1943 -3.9403 -0.5510 0.16
H -0.4284 -4.0874 -0.3156 0.15
H -0.4129 -1.9034 -1.4114 0.44
H -0.1152 -1.1111 0.7422 0.48
C -2.5066 0.1664 1.7943 -0.12
C -2.8457 0.7766 0.4421 -0.15
O -2.7445 -0.1008 -0.6468 -0.74
O -2.7354 1.0743 2.8505 -0.73
H -1.4881 -0.1988 1.9262 0.22
H -3.1409 -0.7131 1.9046 0.13
H -2.0609 1.5268 0.3450 0.24
H -3.8292 1.2408 0.5153 0.16
H -1.7998 -0.2117 -0.7766 0.47
H -2.8989 0.5723 3.6523 0.46
C 1.5105 -0.0177 2.4019 -0.12
C 2.6659 0.9146 1.9507 -0.09
O 2.6405 2.2197 2.4742 -0.72
O 0.2334 0.4737 1.9106 -0.76
H 1.5080 -0.0817 3.4900 0.17
H 1.6026 -1.0373 2.0277 0.20
H 2.5645 1.1123 0.8836 0.20
H 3.6593 0.5025 2.1278 0.14
H 3.0495 2.2864 3.3401 0.45
H 0.0669 0.1055 1.0398 0.45
C 2.1145 -0.6617 -2.3908 -0.10
C 0.9945 -0.0271 -3.2775 -0.10
O -0.2900 -0.4441 -2.9550 -0.76
O 2.2510 -0.0580 -1.1234 -0.78
H 3.0173 -0.6388 -3.0010 0.17
H 1.9719 -1.7334 -2.2526 0.17
H 1.0678 -0.3693 -4.3097 0.18
H 1.0683 1.0604 -3.2813 0.16
H -0.4489 -0.3277 -2.0154 0.49
H 1.3921 0.0595 -0.7110 0.51
```

Computed, not measured: a structure of composition C52H55N3O2P2SSiZn, with the ωB97M-V functional and the def2-TZVPD basis.

Output
**Net charge**: +2
**Lowest unoccupied orbital energy**: -0.1841 Eh
**Gap between HOMO and LUMO**: 8.12 eV

XYZ file:
```
117
Properties=species:S:1:pos:R:3:lowdin_charge:R:1
Zn -0.0977 -0.0175 0.3397 0.55
O 2.0841 2.9990 -2.5826 -0.44
S 2.2262 2.1198 -1.4321 0.89
C 3.5713 0.9486 -1.8019 -0.34
C 4.7754 1.3663 -2.3302 -0.04
C 5.7879 0.4437 -2.5307 -0.03
C 5.5966 -0.8815 -2.1733 -0.04
C 4.3703 -1.3097 -1.6934 -0.07
C 3.3349 -0.3924 -1.5231 -0.34
P 1.5936 -0.9129 -1.3051 1.03
C 1.7706 -2.6530 -0.8050 -0.39
C 1.3857 -3.7570 -1.5553 -0.10
C 1.5783 -5.0321 -1.0471 -0.06
C 2.1541 -5.2101 0.1997 -0.05
C 2.5252 -4.1094 0.9591 -0.06
C 2.3176 -2.8356 0.4677 -0.12
C 1.1253 -0.8148 -3.0592 -0.36
C 0.1958 0.1351 -3.4711 -0.15
C -0.0825 0.2851 -4.8188 -0.07
C 0.5727 -0.4971 -5.7571 -0.05
C 1.5137 -1.4303 -5.3479 -0.04
C 1.8011 -1.5836 -4.0050 -0.07
C 3.2759 2.9404 -0.2050 -0.37
C 4.1659 3.9435 -0.5244 -0.05
C 5.0376 4.4029 0.4520 -0.03
C 5.0186 3.8422 1.7191 -0.04
C 4.0646 2.8956 2.0585 -0.06
C 3.1670 2.4545 1.0926 -0.34
P 1.6096 1.5762 1.4870 1.05
C 0.6014 3.0891 1.4915 -0.37
C -0.2821 3.2731 0.4336 -0.16
C -1.0055 4.4471 0.3239 -0.06
C -0.8554 5.4387 1.2814 -0.05
C 0.0431 5.2696 2.3236 -0.04
C 0.7855 4.1076 2.4211 -0.07
C 1.9049 1.0630 3.2081 -0.39
C 2.9340 0.1391 3.4026 -0.12
C 3.2046 -0.3524 4.6660 -0.06
C 2.4358 0.0587 5.7455 -0.06
C 1.4086 0.9689 5.5534 -0.07
C 1.1333 1.4696 4.2905 -0.10
H 4.9063 2.4006 -2.6033 0.12
H 6.7196 0.7641 -2.9658 0.12
H 6.3941 -1.5967 -2.2966 0.12
H 4.2213 -2.3560 -1.4716 0.11
H 0.9559 -3.6245 -2.5380 0.09
H 1.2839 -5.8902 -1.6301 0.12
H 2.3219 -6.2040 0.5829 0.12
H 2.9803 -4.2463 1.9285 0.11
H 2.6017 -1.9647 1.0516 0.09
H -0.3006 0.7607 -2.7396 0.08
H -0.7981 1.0250 -5.1416 0.12
H 0.3661 -0.3726 -6.8087 0.12
H 2.0416 -2.0234 -6.0781 0.12
H 2.5574 -2.2887 -3.6907 0.11
H 4.1583 4.3695 -1.5162 0.12
H 5.7361 5.1915 0.2216 0.12
H 5.7241 4.1701 2.4665 0.12
H 4.0243 2.5169 3.0692 0.11
H -0.3962 2.4834 -0.3114 0.07
H -1.6852 4.5919 -0.5033 0.12
H -1.4330 6.3482 1.2152 0.12
H 0.1750 6.0514 3.0554 0.12
H 1.5065 3.9889 3.2156 0.11
H 3.5388 -0.1679 2.5571 0.11
H 4.0178 -1.0480 4.8098 0.11
H 2.6432 -0.3231 6.7342 0.11
H 0.8210 1.3035 6.3945 0.11
H 0.3250 2.1748 4.1491 0.11
O -2.8125 -0.3804 0.3446 -0.24
N -1.8187 -0.7077 -0.6605 -0.22
N -1.3630 -0.3747 4.4142 0.16
C -0.6713 -0.7677 3.3344 -0.15
N -0.9459 -0.0509 2.2677 0.03
C -1.8813 0.8862 2.6713 -0.24
C -2.5445 1.8851 1.9666 -0.03
C -3.4159 2.6906 2.6652 -0.05
C -3.6513 2.5088 4.0316 -0.06
C -3.0340 1.5000 4.7412 0.00
C -2.1466 0.6929 4.0412 -0.19
H -1.2998 -0.7631 5.3413 0.18
H 0.0361 -1.5752 3.3607 0.15
H -2.3958 2.0035 0.9077 0.09
H -3.9363 3.4777 2.1426 0.11
H -4.3410 3.1654 4.5367 0.11
H -3.2409 1.3421 5.7876 0.12
C -1.9324 -2.2612 -3.3135 -0.13
Si -2.6263 -0.9941 -2.1025 0.87
C -4.3431 -0.2377 -2.5331 -0.62
C -5.0385 -1.1285 -3.5723 -0.09
C -4.1586 1.1617 -3.1407 -0.08
C -5.2609 -0.1093 -1.3128 -0.08
C -3.2537 -3.7845 0.2447 -0.40
C -3.8659 -3.0109 1.1366 0.01
C -1.8317 -4.2325 0.3942 -0.05
C -3.9789 -4.3270 -0.9486 -0.05
H -2.6896 -3.0046 -3.5507 0.04
H -1.0653 -2.7670 -2.9007 0.02
H -1.6410 -1.8003 -4.2516 0.03
H -4.4672 -1.1926 -4.4933 0.08
H -6.0085 -0.7011 -3.8158 0.10
H -5.2139 -2.1323 -3.1927 0.07
H -3.5043 1.1374 -4.0090 0.08
H -3.7521 1.8606 -2.4126 0.08
H -5.1293 1.5358 -3.4623 0.10
H -5.4423 -1.0758 -0.8497 0.07
H -6.2184 0.2958 -1.6316 0.10
H -4.8472 0.5603 -0.5652 0.07
H -3.1950 -1.2361 0.6389 0.02
H -3.3949 -2.7089 2.0577 0.07
H -4.9077 -2.7527 1.0342 0.08
H -1.3280 -3.7117 1.2056 0.08
H -1.2751 -4.0715 -0.5286 0.06
H -1.8065 -5.2996 0.6130 0.10
H -4.8361 -3.7128 -1.2114 0.07
H -4.3550 -5.3221 -0.7151 0.10
H -3.3247 -4.4314 -1.8096 0.07
```

Computed, not measured: a structure of composition C5H8O2, with the ωB97M-V functional and the def2-TZVPD basis.

Output
**Net charge**: 0
**Lowest unoccupied orbital energy (alpha / beta)**: 0.0121 / -0.0439 Eh
**Gap between HOMO and LUMO (alpha / beta)**: 9.69 / 5.33 eV
**ΔE to the lowest compared entry with this formula, charge and spin**: 8.501 eV

XYZ file:
```
15
Properties=species:S:1:pos:R:3:nbo_charge:R:1
O -1.3774 -2.1311 0.3923 -0.66
C -1.3094 -1.5108 -0.7176 -0.06
C -0.0617 0.3415 0.4668 -0.31
C 1.1938 0.7346 0.7410 -0.12
C 1.2660 1.7711 -0.3536 -0.53
C -0.0746 1.1421 -0.7828 0.57
O -0.7830 1.2572 -1.7523 -0.52
H -0.5829 -2.9626 0.5680 0.51
H -2.1812 -0.9394 -1.0465 0.18
H -0.5328 -1.7140 -1.4577 0.15
H -0.7448 0.0095 1.2273 0.24
H 1.6852 0.7190 1.6977 0.21
H 1.3172 -1.8023 0.5286 -0.09
H 2.0929 1.8608 -1.0511 0.22
H 1.0451 2.7420 0.1117 0.22
```

Computed, not measured: a cluster of 2 separate species, CH3N2OPS in total, with the ωB97M-V functional and the def2-TZVPD basis.

Output
**Net charge**: 0
**Lowest unoccupied orbital energy**: -0.0429 Eh
**Gap between HOMO and LUMO**: 7.83 eV
**ΔE to the lowest compared entry with this formula, charge and spin**: 2.845 eV

XYZ file:
```
9
Properties=species:S:1:pos:R:3:nbo_charge:R:1
C -0.5664 0.9474 0.8935 0.28
N 0.6865 1.1325 0.7471 -0.81
N -0.6559 -0.7355 -0.7232 -1.24
O 0.8386 -2.4705 -1.8393 -1.05
P 0.8294 -1.2703 -0.9884 1.36
S -1.9655 1.2343 1.5012 0.23
H 1.1856 0.4746 0.1203 0.41
H 1.1728 1.8519 1.2688 0.43
H -1.5250 -1.1644 -0.9799 0.39
```

Computed, not measured: a cluster of 4 separate species, C9H21ClN3O3 in total, with the ωB97M-V functional and the def2-TZVPD basis.

Output
**Net charge**: -1
**Lowest unoccupied orbital energy**: 0.1033 Eh
**Gap between HOMO and LUMO**: 7.18 eV
**ΔE to the lowest compared entry with this formula, charge and spin**: 1.725 eV

XYZ file:
```
37
Properties=species:S:1:pos:R:3:nbo_charge:R:1
Cl -5.0836 -12.3762 -3.0981 -0.95
C -8.5115 -13.5267 -5.2028 -0.71
C -8.1056 -14.8989 -4.7293 0.67
O -8.8917 -15.8429 -4.8235 -0.69
N -6.8858 -14.9857 -4.1509 -0.63
C -6.1447 -16.1751 -3.8658 -0.41
H -7.7199 -12.7830 -5.2982 0.24
H -9.1816 -13.1630 -4.4173 0.23
H -9.0518 -13.5771 -6.1442 0.22
H -6.4262 -14.0838 -4.0415 0.45
H -5.0754 -16.0492 -4.0491 0.21
H -6.5030 -17.0286 -4.4349 0.20
H -6.1522 -16.4013 -2.7931 0.18
C -7.7942 -8.6892 0.9761 -0.71
C -6.4782 -9.0350 0.2855 0.67
O -6.1982 -8.5694 -0.7971 -0.60
N -5.7401 -9.9941 0.9203 -0.63
C -4.5573 -10.5810 0.3483 -0.43
H -7.7280 -8.7092 2.0664 0.20
H -8.5001 -9.4846 0.7172 0.23
H -8.1842 -7.7507 0.5998 0.24
H -6.2333 -10.3519 1.7198 0.38
H -4.0094 -9.8126 -0.1969 0.23
H -4.6435 -11.4403 -0.3180 0.25
H -3.8432 -10.8459 1.1348 0.18
C -10.7324 -10.8066 -3.0556 -0.72
C -9.3238 -11.0758 -2.6160 0.65
O -8.3977 -10.4370 -3.0615 -0.58
N -9.1884 -12.0586 -1.6721 -0.62
C -7.9309 -12.3380 -0.9916 -0.43
H -11.4690 -11.6068 -2.9294 0.21
H -10.8399 -10.5267 -4.1022 0.24
H -11.1172 -9.9583 -2.4795 0.22
H -10.0476 -12.2757 -1.1969 0.37
H -7.5388 -13.3226 -1.2314 0.22
H -8.0875 -12.2569 0.0904 0.16
H -7.2026 -11.5726 -1.2567 0.27
```

Max |F| per entry: 5.920, 1.564, 7.835, 2.779, 1.483 eV/Å
Energy per entry: -30010.4263, -149077.0710, -9401.3314, -26235.5487, -32812.4138 eV